ORCA calculation (ωB97M-V/def2-TZVPD) on a 2-piece molecular cluster, C5H14SeSi overall at a distorted geometry.

<S²>: 2.011
E_LUMO (alpha / beta), eV: 0.6 / -1.4
Orbital gap (alpha / beta), eV: 7.84 / 8.58
2S+1: 3

Each line ends with the Löwdin charge.
Geometry (Å):
C1 0.89253 -2.64148 0.40086  -0.211
C2 -0.42001 -0.65478 -1.47197  -0.167
C3 2.15322 0.23349 -0.13674  -0.189
C4 -0.55789 0.14919 1.44297  -0.200
C5 -2.23016 2.67000 0.70068  -0.555
Si1 0.53922 -0.77526 0.17666  0.531
Se1 -2.23291 3.45131 -0.82638  0.723
H1 1.73503 -3.10161 0.98840  0.027
H2 0.02334 -3.27277 0.54316  0.005
H3 1.25823 -3.04786 -0.66135  0.066
H4 -1.39863 -0.21038 -1.27584  0.027
H5 0.02661 0.11846 -1.94832  -0.025
H6 -0.43448 -1.51064 -2.07566  0.008
H7 2.77155 0.45847 0.70327  0.007
H8 2.45527 -0.32532 -1.04992  0.034
H9 1.98464 1.25676 -0.49141  0.023
H10 -1.17808 -0.64287 1.96145  0.042
H11 -1.37903 0.82313 1.03332  -0.031
H12 -3.12642 2.00345 0.74815  -0.025
H13 0.09506 0.63261 2.13107  0.003
H14 -0.97711 4.38610 -0.89239  -0.095

---

ORCA calculation (ωB97M-V/def2-TZVPD) on a 4-piece molecular cluster, C2H11NO3 overall at a distorted geometry.

<S²>: 0.754
Net charge: -1
E_LUMO (alpha / beta), eV: 2.8 / 2.8
Relative energy (zero: lowest compared OMol25 entry of this formula, charge and spin), kcal/mol: 5.77
Orbital gap (alpha / beta), eV: 3.98 / 5.90
2S+1: 2

Each line ends with the Löwdin charge.
Geometry (Å):
C1 0.38005 -0.19446 -0.12738  -0.239
C2 0.03818 2.16146 0.16979  -0.220
N1 0.95037 1.13933 0.09141  -0.322
H1 -0.27039 -0.55755 0.68892  0.048
H2 1.19629 -0.89002 -0.34771  0.051
H3 -0.31210 -0.10037 -0.96719  0.040
H4 0.16812 3.01092 -0.49679  0.000
H5 -0.77099 2.09324 0.88210  -0.003
H6 -3.96610 -4.07702 -0.67753  0.042
H7 -4.70900 -5.40630 -0.45140  0.027
O1 -4.36778 -4.82670 -1.14182  -0.070
H8 1.81375 1.67247 -1.33908  -0.020
H9 3.00774 0.96100 -2.01105  -0.006
O2 2.37964 1.66863 -2.18415  -0.168
H10 1.27571 0.87075 1.90855  -0.022
H11 1.83594 1.64105 3.09840  0.006
O3 1.35056 0.83357 2.90495  -0.143

---

ORCA calculation (ωB97M-V/def2-TZVPD) on an isolated molecule of C4H6O2.

E_LUMO, eV: 0.3
Relative energy (zero: lowest compared OMol25 entry of this formula, charge and spin), kcal/mol: 76.02
Orbital gap, eV: 9.50

Each line ends with the Löwdin charge.
Geometry (Å):
C1 0.25726 -0.92728 1.29952  -0.084
C2 0.14132 0.45521 0.65589  -0.173
C3 0.62172 0.43177 -0.76877  -0.461
O1 1.65355 0.00919 -1.18039  0.167
C4 -1.30035 0.20521 -1.83629  0.101
O2 -0.27992 1.01755 -1.72601  -0.054
H1 -0.43752 -1.62548 0.82352  0.081
H2 1.27238 -1.31783 1.18864  0.080
H3 0.02100 -0.86743 2.36565  0.076
H4 0.79420 1.16929 1.17296  0.129
H5 -0.88133 0.83297 0.70648  0.108
H6 -1.86232 0.61683 -2.70119  0.029

---

| no. | energy (eV) |
| --- | --- |
| 1 | -78630.610 |
| 2 | -9883.452 |
| 3 | -8337.165 |